(1)
121
Properties=species:S:1:pos:R:3:forces:R:3 method="wB97M-V/def2-TZVPD" relative_energy_kj_mol=343.9 homo_ev="-6.36 / -6.24" total_charge=0 spin_multiplicity=2 lumo_energy_ev="-1.2 / -1.2" orbital_gap_ev="5.17 / 5.06" s_squared=0.762
H 6.155 -3.020 -4.617 0.0 0.0 0.0
C 3.169 -1.373 2.808 0.0 -0.2 0.0
H 0.050 0.381 -5.064 0.0 0.0 0.0
C -1.271 1.738 -2.781 0.0 0.0 0.1
C -0.384 -2.063 1.150 -0.6 -0.3 -0.9
C 0.078 1.134 -2.972 -0.1 0.0 -0.1
C 2.677 5.393 -1.112 -0.1 0.0 0.0
Te 3.168 5.609 5.536 -0.1 0.1 0.5
H -1.352 -2.859 2.879 -0.1 0.0 0.0
H -2.064 -4.913 3.695 0.0 0.0 0.0
C -2.758 -4.973 1.630 0.0 -0.1 0.0
H -2.159 -2.412 -3.047 0.0 -0.1 0.0
H 2.333 5.790 -2.069 0.0 0.1 0.0
C 1.235 -3.086 -2.721 0.0 0.1 0.0
H -3.723 -5.474 3.492 0.0 0.0 0.0
C -0.262 -3.281 -2.443 0.0 0.0 -0.1
H -4.006 -4.957 -0.165 0.0 0.0 0.0
H -1.582 1.715 -1.739 0.0 0.0 0.0
C -4.093 -4.752 0.903 0.0 0.0 0.1
C -1.175 -2.974 1.818 0.0 -0.4 -0.3
H -3.030 -7.111 1.826 0.0 0.0 0.0
H 5.567 4.757 -1.410 0.0 0.0 0.0
C -1.369 -4.055 -0.287 0.0 -0.1 -0.1
C 4.450 -1.964 0.700 0.0 0.0 0.1
H 5.009 -2.785 1.113 0.0 0.0 0.0
H -1.740 -4.797 -2.989 0.0 -0.1 0.0
H -5.231 3.277 4.131 0.0 0.0 0.0
H -4.515 -0.973 3.904 0.0 0.0 0.0
H -1.122 5.507 -0.684 -0.1 0.0 0.0
H -4.437 -3.723 1.023 0.0 0.0 0.0
C 5.732 -2.283 -5.298 -0.1 0.0 0.1
C -0.074 -2.056 -0.197 -0.1 -0.8 0.4
H 1.588 -2.116 -2.386 0.0 0.0 0.1
Ti 1.153 0.697 0.060 0.9 0.2 -3.0
H -5.999 2.379 2.803 0.0 0.0 0.0
H -0.510 3.856 -0.663 0.0 0.0 0.0
C 4.511 -1.453 -0.573 0.0 0.1 0.0
H -1.774 -4.870 -0.874 0.0 0.0 0.0
H 1.806 5.235 -0.477 -0.1 -0.1 0.0
H -0.518 5.926 1.758 -0.1 0.0 -0.1
N 4.730 -1.081 -3.402 -0.1 -0.2 0.0
N 3.016 -0.242 0.539 0.6 -1.0 -0.5
C 5.030 2.626 -1.510 0.2 -0.3 0.4
H 2.101 -1.498 2.974 0.0 0.1 0.1
Te 1.025 1.444 3.132 -1.7 -0.5 6.2
H -2.169 -6.649 0.355 0.0 0.0 0.0
C 3.516 -1.187 1.371 -0.2 0.3 -0.1
H -0.183 -5.460 -2.445 0.0 0.0 0.0
H -0.332 -4.715 -4.042 0.0 0.0 0.0
H 6.456 -2.057 -6.078 0.0 0.0 0.0
C -1.851 4.363 0.997 -0.1 0.0 -0.2
Se 0.109 -0.439 1.863 -3.0 -3.4 1.1
C -1.732 -3.997 1.063 0.1 0.2 0.3
H -2.008 1.201 -3.377 0.0 0.0 0.0
C -5.206 -0.148 3.728 0.0 0.1 0.0
H 6.010 0.656 -5.873 0.0 0.0 0.0
N 4.517 0.205 -3.016 0.2 -0.1 -0.2
C -1.384 4.471 -0.459 0.0 0.0 -0.1
H -4.858 -5.415 1.315 0.0 0.0 0.0
C -4.534 1.218 3.922 0.0 0.0 0.0
H -4.655 1.171 6.089 0.0 0.0 0.0
H 2.580 -0.409 -4.410 0.1 0.1 0.0
H 0.162 4.306 1.714 0.1 0.0 0.2
C 3.432 4.124 -1.309 0.0 -0.4 0.3
Te 2.465 2.515 1.542 4.2 2.5 -3.4
H -3.164 0.474 5.452 0.0 0.0 0.0
C 1.851 0.124 -3.823 -0.2 0.2 0.0
C -2.293 -6.419 1.414 0.0 0.0 0.1
N 3.825 2.006 -1.453 0.1 0.3 -0.5
C -5.610 2.303 3.820 0.0 -0.1 0.0
C -2.984 -4.758 3.127 0.0 0.0 -0.1
H 1.430 -3.146 -3.795 0.0 -0.1 0.0
H -0.904 -1.221 -2.727 0.1 0.0 0.0
H -0.986 4.758 2.988 -0.1 -0.1 0.0
C -1.092 -2.204 -3.155 0.0 0.1 0.1
N 2.105 0.494 -2.552 0.2 0.2 -0.2
O 0.607 -0.990 -0.618 -0.3 -0.6 -1.2
H 4.850 -2.728 -5.762 0.0 0.0 0.0
Te 2.290 3.577 4.066 1.6 3.7 2.1
H -3.817 3.463 2.548 0.0 0.0 0.0
C -2.525 0.387 2.629 0.2 -0.1 -0.2
H -3.376 2.228 5.470 0.0 0.0 0.0
H -3.371 -3.759 3.336 0.0 0.0 0.0
H -2.883 6.223 0.700 0.0 0.0 0.0
H 3.637 -2.294 3.155 0.1 0.0 0.0
H -6.440 2.049 4.480 0.0 0.0 0.0
N 3.659 -0.423 -0.669 0.1 -0.1 -0.3
H -3.958 4.824 0.645 0.0 0.0 0.0
B 3.527 0.566 -1.912 0.1 -0.2 0.3
H 1.825 -3.856 -2.217 0.0 0.0 0.0
H -2.181 4.166 -1.142 0.0 0.0 0.0
C 0.575 0.523 -4.135 0.0 0.1 0.1
C -0.658 -4.651 -3.003 0.0 0.1 0.1
C -2.131 2.910 1.396 0.2 -0.1 -0.3
C -1.307 1.829 1.059 0.0 -0.4 0.3
H -3.331 5.434 2.200 -0.1 0.0 0.0
C -3.430 1.411 2.888 0.1 0.1 0.0
H 5.941 2.054 -1.580 0.0 0.0 -0.1
O -0.199 1.837 0.266 -2.2 0.8 0.3
C 5.353 -1.038 -4.566 -0.1 0.2 0.0
H -1.340 -6.596 1.916 0.0 0.0 0.0
H -2.549 -0.562 3.150 -0.1 0.0 0.1
C 4.827 3.975 -1.414 0.2 0.1 0.0
N 2.844 2.934 -1.330 -0.1 0.4 -0.4
H -1.262 2.780 -3.105 0.0 0.0 0.0
H 5.084 -1.750 -1.428 0.1 0.0 0.0
C 4.974 1.051 -3.977 0.0 0.0 0.0
H 3.315 6.132 -0.630 0.0 0.1 -0.1
C -0.747 4.870 1.930 0.3 0.0 -0.2
H -0.846 -2.159 -4.219 0.0 0.0 0.0
H 3.526 -0.555 3.433 -0.1 0.1 -0.1
C -3.890 1.278 5.316 -0.1 -0.1 0.1
C -0.544 -3.155 -0.951 0.2 0.2 -0.2
C -3.174 2.636 2.288 -0.2 0.0 0.0
N 1.011 1.115 -2.030 0.4 -0.5 -0.1
H -6.028 -0.261 4.436 0.0 0.0 0.0
C -1.501 0.613 1.738 -0.4 0.1 0.1
C -3.091 5.252 1.152 0.1 0.0 0.0
H 4.864 2.118 -3.889 0.0 0.0 0.0
C 5.534 0.300 -4.976 0.0 0.0 -0.1
H -5.610 -0.243 2.718 0.0 0.0 0.0


(2)
120
Properties=species:S:1:pos:R:3:forces:R:3 method="wB97M-V/def2-TZVPD" relative_energy_kj_mol=165.4 homo_ev=-12.70 total_charge=+2 lumo_energy_ev=-7.4 orbital_gap_ev=5.33
C -1.003 -2.481 0.648 -0.2 -0.8 1.1
H 2.962 2.939 -5.860 0.0 0.0 0.0
C -3.118 1.355 2.457 0.0 -0.1 -0.1
N 3.863 -3.865 2.001 -0.2 0.1 0.1
C -0.099 6.929 6.469 0.0 0.2 0.2
H -4.815 3.040 -0.821 0.0 0.0 0.0
H 0.053 0.669 -3.473 -0.1 0.1 0.0
C 0.180 3.831 3.623 0.0 0.3 0.1
C -5.530 -2.211 -1.267 0.0 0.0 0.1
H 3.555 4.012 -3.822 0.1 0.0 0.1
N -0.931 -2.242 1.998 0.1 0.5 -0.1
H -1.184 0.874 -4.709 0.0 0.0 0.0
O -0.670 -1.372 -0.054 -0.8 -1.5 -0.7
H -0.731 -0.662 3.168 -0.1 0.2 -0.2
C 3.431 2.931 -3.959 0.1 0.0 0.1
H 0.825 2.712 -3.313 0.0 0.1 0.0
C -1.083 -2.858 -4.237 0.0 0.1 0.0
C -3.305 2.104 -3.717 -0.2 -0.2 0.0
O 3.396 3.537 -0.551 0.0 0.3 -0.1
H -0.319 -3.633 -4.156 -0.1 -0.1 0.0
C -4.727 3.929 -2.764 -0.1 -0.2 0.2
C -4.734 2.602 -3.510 0.2 0.2 0.0
H -2.711 -0.256 0.992 -0.1 0.1 -0.1
C 2.835 2.318 -2.667 -0.1 0.0 0.0
C -4.052 -1.814 -1.349 -0.2 -0.1 -0.2
H 3.501 4.416 -0.931 0.1 0.0 0.1
H -5.328 1.874 -2.951 0.0 0.0 0.0
H -3.634 -2.320 -2.219 0.1 0.0 0.1
H 2.421 -3.098 5.364 0.0 0.0 0.0
C 2.694 2.633 2.646 0.0 -0.1 -0.2
H -1.015 5.093 2.367 -0.1 0.0 0.0
N 1.562 0.982 1.520 -0.1 0.0 -0.1
N -0.204 7.749 7.266 0.0 0.0 0.0
C 2.865 -3.338 4.404 0.1 0.0 -0.3
C -0.606 6.021 4.253 0.0 0.1 0.1
H -3.519 -2.182 -0.469 0.0 0.0 0.0
H 0.667 -1.492 2.889 0.1 0.2 -0.2
C 0.020 5.890 5.493 0.0 -0.3 -0.3
H 1.560 4.049 -2.426 0.0 0.0 0.1
H -6.589 -2.286 0.634 -0.1 0.0 0.0
H -2.046 -3.357 -4.363 0.0 -0.1 0.0
N -1.151 1.130 1.353 -0.4 0.7 0.0
H -0.057 -1.948 -2.577 -0.1 0.0 0.1
C 2.766 -3.046 2.116 0.0 0.0 0.0
H -4.127 1.157 2.776 0.0 0.0 0.0
O 2.557 2.655 -5.035 0.0 0.0 0.0
C 3.985 -4.176 4.319 0.0 0.0 0.0
C -2.425 2.040 -2.451 0.3 0.0 0.4
H 4.438 -4.605 5.197 0.1 0.0 0.0
H 0.996 -1.214 -4.541 0.0 0.0 -0.1
H 3.877 1.634 -0.903 0.1 0.0 0.0
H 3.723 0.391 -3.067 0.0 -0.1 0.0
H -6.008 -1.950 -2.214 0.0 0.0 0.0
H -2.481 3.103 3.657 0.0 0.0 0.1
H -3.338 1.135 -4.218 0.1 0.0 -0.1
C -2.405 0.634 1.515 -0.1 -0.1 0.1
C 0.831 3.721 4.854 -0.1 -0.1 -0.1
C -3.920 -0.295 -1.505 0.2 -0.2 0.6
C -0.659 0.132 -4.108 0.0 -0.1 -0.1
H -4.125 4.656 -0.824 0.0 0.0 0.1
C -4.153 3.710 -1.370 0.1 0.1 -0.2
H -4.206 1.215 0.064 -0.1 0.1 -0.1
H -5.603 0.936 -0.957 0.0 0.1 0.0
H -7.180 -1.048 -0.464 0.0 0.0 0.0
P -2.152 0.342 -1.702 -0.3 0.4 -1.4
C -4.778 0.440 -0.444 0.0 0.0 0.1
C -0.792 -1.974 -5.460 0.2 -0.1 0.1
H 5.333 -5.042 2.881 0.0 0.0 -0.1
H -5.739 4.329 -2.691 0.0 0.1 0.0
H -2.589 -0.792 -3.779 -0.1 0.1 0.1
H 3.300 -0.070 0.925 -0.1 0.0 -0.1
C -1.657 -0.640 -3.223 0.4 0.0 0.5
H -1.640 -2.570 -2.171 0.1 0.0 0.0
H -2.066 3.999 -1.673 0.0 0.0 0.1
H -4.632 -1.009 1.183 0.0 0.0 0.0
C 2.893 0.780 1.448 0.0 -0.2 -0.1
H 4.417 2.483 -4.128 0.0 0.1 0.0
C 4.469 -4.419 3.067 0.1 -0.1 0.2
C -2.724 3.164 -1.420 -0.2 -0.1 0.1
H -1.018 -3.050 2.597 0.0 -0.1 -0.1
N -0.186 -1.133 2.448 0.1 -0.8 0.2
Se 0.470 2.585 -0.784 0.1 0.4 -0.7
C -1.040 2.187 2.255 0.1 0.2 -0.1
Se 1.871 -0.374 -1.614 -0.5 0.6 -0.5
O -1.399 -3.500 0.170 0.2 0.3 -0.3
H 4.803 2.784 -1.874 0.0 0.0 0.1
S 2.093 -2.395 0.722 0.5 -0.4 -0.2
H -2.431 2.840 -0.415 0.1 0.1 0.0
H -1.719 -1.574 -5.877 0.0 0.0 0.0
C -6.278 -1.539 -0.096 0.2 0.0 0.1
C -2.267 2.357 2.911 0.2 0.0 -0.1
C 1.414 2.149 2.294 -0.4 0.1 0.1
C 0.109 -0.815 -5.045 -0.2 0.1 -0.1
H -1.407 2.253 -2.791 0.0 -0.1 0.0
C -1.083 -2.035 -2.936 -0.2 -0.2 -0.2
H 1.221 4.637 6.754 0.0 0.0 0.0
H -5.197 2.716 -4.492 -0.1 -0.1 0.0
H 4.198 -4.039 1.062 0.0 0.0 0.0
C 2.730 0.832 -2.972 -0.1 0.0 0.5
H -5.581 -3.295 -1.171 -0.1 0.0 -0.1
H -1.145 6.929 4.023 0.0 0.0 0.0
C 3.806 2.560 -1.478 -0.1 -0.1 -0.2
H 2.883 3.542 3.190 0.0 0.0 0.1
H -4.326 -0.044 -2.490 0.2 0.0 -0.1
C 3.620 1.758 2.122 0.0 0.1 0.1
H 4.693 1.817 2.184 0.0 0.0 0.0
C -5.399 -0.498 0.593 -0.1 0.0 -0.2
H -0.317 -2.563 -6.244 -0.1 0.0 0.0
H -4.116 4.654 -3.310 0.0 0.0 0.0
H 2.181 0.677 -3.899 -0.1 -0.2 0.1
C -0.541 4.992 3.334 0.2 -0.1 -0.1
W 0.171 0.248 0.021 1.4 1.3 1.0
C 0.199 2.720 2.656 0.3 -0.3 0.0
C 1.474 2.965 -2.477 -0.4 -0.5 0.5
H -2.819 2.800 -4.407 0.0 0.0 0.0
H 0.444 -0.259 -5.921 0.1 0.0 0.0
H 1.373 2.817 5.095 0.0 0.0 0.0
C 0.741 4.734 5.790 0.0 0.2 0.0
H -6.001 0.094 1.285 0.0 0.0 0.1
N 2.288 -2.794 3.352 -0.2 0.1 0.1